{"formula": "C30H48P2SSc", "method": "ωB97M-V with the def2-TZVPD basis set", "total_charge": 1, "homo_energy_ev": [-10.28, -9.10], "e_above_lowest_ev": 0.257, "lumo_ev": [-2.9100, -3.8317], "elements": ["Sc", "S", "P", "P", "C", "C", "C", "C", "C", "C", "C", "C", "C", "C", "C", "C", "C", "C", "C", "C", "C", "C", "C", "C", "C", "C", "C", "C", "C", "C", "C", "C", "C", "C", "H", "H", "H", "H", "H", "H", "H", "H", "H", "H", "H", "H", "H", "H", "H", "H", "H", "H", "H", "H", "H", "H", "H", "H", "H", "H", "H", "H", "H", "H", "H", "H", "H", "H", "H", "H", "H", "H", "H", "H", "H", "H", "H", "H", "H", "H", "H", "H"], "coordinates": [[-0.1745, 1.7716, -0.6495], [-2.8275, -2.1291, 3.2218], [-0.1872, 2.6279, -2.9398], [-0.5362, -0.8344, -3.4084], [1.5941, 2.8007, -3.3647], [0.4157, -2.2427, -4.2174], [-0.1882, 3.6349, 1.0414], [-0.8156, 2.4738, 1.5635], [0.1130, -3.1842, 0.4137], [-2.5992, -3.9650, 7.3187], [1.2959, -3.3865, 1.0260], [0.1499, 1.3999, 1.5670], [1.3912, 1.9213, 0.9693], [2.7361, 1.2784, 0.9669], [-2.1544, 2.4671, 2.2349], [-2.7117, -2.8128, 4.7349], [-2.0251, -2.7068, 7.0793], [2.1860, 4.3333, 0.2884], [-0.2952, 0.4360, -4.7615], [-2.1981, -1.4361, -3.9275], [-0.0127, -2.2864, -0.7819], [2.8164, -2.0949, -1.9070], [-0.0291, 0.1456, 2.3472], [0.9517, -1.0554, -0.6819], [-0.9740, 1.7694, -4.3851], [-2.0797, -2.1238, 5.8162], [1.1549, 3.3202, 0.6746], [-0.9144, 4.3069, -3.1243], [-0.7173, 5.0150, 1.2280], [-3.2244, -4.6564, 6.2625], [-3.2767, -4.1031, 4.9873], [2.6297, -3.3024, 0.3175], [2.6364, -3.4125, -1.2282], [2.0928, -1.0115, -1.6599], [-3.7519, -4.6249, 4.1557], [-2.2289, -1.4976, -5.0249], [2.0668, 3.5183, -2.6725], [-0.2707, -2.8689, -4.8060], [2.0948, 1.8276, -3.2390], [-1.5279, -2.1665, 7.8909], [-2.6869, 1.5124, 2.1428], [1.7449, -3.9517, -1.5944], [-0.6403, 4.7561, -4.0918], [-0.0129, 5.6591, 1.7854], [1.7270, 3.1503, -4.4015], [-1.0979, -0.0453, 2.5153], [2.4933, 4.2489, -0.7640], [-2.3891, -2.4365, -3.5203], [1.3892, -1.0313, 0.3310], [3.5118, 2.0424, 1.0830], [0.7932, 0.5540, -4.9137], [-1.0560, -1.9214, -0.7793], [-0.8057, -3.6461, 0.7944], [-3.6802, -5.6329, 6.4377], [0.3512, -0.7439, 1.8499], [3.0821, 4.2867, 0.9260], [0.0499, -2.8393, -1.7296], [0.4391, 0.1930, 3.3418], [-1.0176, 2.4538, -5.2544], [-2.5671, -4.4118, 8.3205], [0.2503, -0.1794, -0.8453], [2.3814, -0.0488, -2.1166], [-2.0240, 1.5871, -4.0698], [-2.9648, -0.7406, -3.5700], [-0.5435, 4.9407, -2.2921], [3.5801, -2.0770, -2.7035], [2.8581, 0.5523, 1.7914], [-2.0058, 4.2376, -3.0468], [1.1853, -1.8065, -4.8727], [3.2248, -4.1630, 0.6712], [3.4921, -4.0446, -1.5169], [-1.6596, -1.1369, 5.6223], [-2.7958, 3.2325, 1.7853], [0.9167, -2.8861, -3.4796], [-2.1086, 2.6996, 3.3090], [1.7821, 5.3399, 0.4321], [2.9576, 0.7423, 0.0373], [-0.8731, 5.4878, 0.2537], [3.1712, -2.3823, 0.6284], [1.3524, -3.7370, 2.0627], [-1.6647, 5.0376, 1.7874], [-0.7455, 0.0021, -5.6726]], "atomic_forces_ev_per_a": [[-0.53, -0.30, 0.96], [-0.08, 0.42, -1.01], [-0.37, 0.92, -2.27], [0.08, -0.32, -1.33], [0.07, 0.09, -0.13], [0.12, 0.15, 0.17], [0.57, -0.55, 0.55], [1.19, -0.52, 0.34], [0.66, -0.46, 0.79], [-0.10, -0.03, -0.37], [-0.61, -0.57, -0.42], [0.70, 1.22, 0.34], [-1.40, 0.74, 1.28], [0.42, -0.44, 0.00], [-0.59, -0.01, -0.15], [0.02, -0.65, 1.36], [0.11, 0.23, -0.08], [0.12, 0.29, -0.18], [-0.16, -0.18, 0.26], [-0.20, 0.23, 0.05], [-0.54, 0.01, 0.03], [0.34, 0.11, -1.10], [-0.44, -0.46, 0.18], [-0.48, 0.23, 0.07], [-0.03, -0.07, -0.26], [-0.25, -0.52, 0.12], [-0.41, -0.82, 0.34], [0.41, 0.24, 0.34], [-0.25, 0.68, -0.39], [0.02, 0.13, -0.12], [0.23, 0.21, 0.43], [0.38, 0.29, 0.33], [0.26, -0.48, 0.14], [0.11, 0.34, -0.18], [0.12, 0.13, 0.29], [-0.11, -0.01, 0.30], [-0.23, -0.27, -0.32], [0.24, 0.30, 0.06], [-0.12, 0.35, -0.13], [-0.23, -0.24, -0.27], [0.19, 0.12, 0.01], [0.35, 0.16, 0.22], [-0.10, -0.13, 0.35], [-0.18, -0.40, -0.23], [0.01, -0.13, 0.35], [0.31, 0.04, 0.04], [0.14, 0.08, 0.34], [0.00, 0.29, 0.04], [-0.53, 0.26, -0.46], [-0.07, -0.14, 0.02], [-0.46, 0.05, -0.06], [0.41, 0.01, 0.07], [0.28, 0.64, 0.29], [0.18, 0.30, 0.00], [0.06, -0.02, 0.13], [-0.21, -0.20, -0.26], [0.22, 0.28, 0.30], [-0.02, 0.12, -0.23], [0.10, -0.22, 0.39], [0.01, 0.25, -0.49], [1.01, -1.16, 0.29], [-0.31, -0.56, 0.09], [0.46, 0.10, -0.22], [-0.07, -0.25, -0.12], [-0.23, -0.24, -0.53], [-0.25, 0.27, 0.59], [-0.16, 0.32, -0.30], [0.23, 0.01, -0.04], [-0.21, -0.28, 0.20], [-0.25, 0.45, 0.15], [-0.32, 0.20, 0.15], [-0.08, -0.28, 0.10], [-0.01, -0.17, 0.09], [-0.16, 0.31, -0.36], [0.24, -0.10, -0.24], [0.03, -0.11, -0.15], [0.12, 0.02, 0.11], [-0.16, 0.28, 0.16], [0.00, -0.53, -0.16], [-0.23, -0.37, -0.50], [0.34, -0.09, -0.33], [0.33, 0.39, 0.20]]}


{"formula": "C18H38O17", "method": "ωB97M-V with the def2-TZVPD basis set", "homo_energy_ev": -10.02, "e_above_lowest_ev": 0.000, "smiles": "C[C@H]1COC(=O)O1.C[C@H]1COC(=O)O1.C[C@H]1COC(=O)O1.C[C@H]1COC(=O)O1.CO.CO.O.O.O", "lumo_ev": 0.4957, "elements": ["O", "O", "O", "O", "O", "O", "O", "O", "O", "O", "O", "O", "O", "O", "O", "O", "O", "C", "C", "C", "C", "C", "C", "C", "C", "C", "C", "C", "C", "C", "C", "C", "C", "C", "C", "H", "H", "H", "H", "H", "H", "H", "H", "H", "H", "H", "H", "H", "H", "H", "H", "H", "H", "H", "H", "H", "H", "H", "H", "H", "H", "H", "H", "H", "H", "H", "H", "H", "H", "H", "H", "H", "H"], "coordinates": [[-11.2705, -16.7899, -21.5860], [-8.9794, -14.5059, -16.6669], [-7.0457, -15.5674, -20.1634], [-6.0670, -14.1224, -25.1846], [-7.6225, -17.8870, -18.5401], [-9.3460, -17.7663, -22.1498], [-9.5468, -12.0228, -22.2927], [-10.0285, -13.6902, -23.6468], [-3.8574, -19.7656, -20.4865], [-10.8680, -17.3656, -23.6888], [-5.3890, -12.5860, -23.7087], [-6.2723, -14.0718, -17.8031], [-8.4994, -13.9445, -22.0410], [-10.3810, -17.0828, -18.7954], [-2.2171, -19.0335, -19.2088], [-3.7982, -20.3587, -18.3715], [-5.5052, -14.7069, -23.1173], [-6.3856, -17.8019, -17.8085], [-3.3078, -18.6235, -21.1943], [-9.2830, -13.2959, -22.6038], [-4.2004, -17.4972, -20.7882], [-5.1651, -13.9925, -21.8766], [-10.7331, -11.6011, -23.0783], [-9.3746, -13.7249, -17.7868], [-5.1128, -11.4781, -21.5941], [-8.6774, -17.9647, -23.3990], [-10.5684, -17.2630, -22.3955], [-4.6793, -12.6623, -22.4202], [-5.6903, -13.8284, -24.1155], [-10.6269, -12.5422, -24.2767], [-3.3258, -19.7787, -19.2496], [-9.6863, -17.5469, -25.7242], [-1.9426, -18.5649, -20.5200], [-9.8333, -18.1177, -24.3618], [-11.9423, -12.9132, -24.8869], [-10.4376, -16.2302, -19.2364], [-8.0523, -18.8493, -23.3057], [-7.8327, -15.1300, -20.5370], [-10.3831, -14.0253, -18.0827], [-10.6507, -10.5319, -23.2305], [-4.4575, -14.6099, -21.3423], [-3.6099, -12.6423, -22.6488], [-5.8926, -18.7664, -17.8331], [-4.1074, -17.3066, -19.7182], [-3.8639, -16.5665, -21.2504], [-3.2594, -18.8294, -22.2547], [-8.6929, -14.0274, -18.5654], [-7.5839, -18.7129, -19.0340], [-4.8813, -11.7575, -20.5504], [-9.7953, -16.4649, -25.7670], [-10.1869, -19.1504, -24.4153], [-9.4161, -17.2360, -18.6591], [-12.4547, -12.1148, -25.4179], [-11.8138, -13.7986, -25.5129], [-7.3848, -16.4372, -19.8065], [-4.6276, -10.5434, -21.8468], [-12.6565, -13.2432, -24.1230], [-6.5748, -17.4306, -16.8019], [-6.1017, -13.9436, -21.3375], [-7.0840, -13.9925, -17.2757], [-5.7668, -16.9965, -18.2177], [-9.2728, -14.1631, -15.8215], [-10.5380, -17.8853, -26.3248], [-6.1932, -11.3428, -21.5328], [-5.2458, -17.6699, -21.0178], [-11.5814, -11.8724, -22.4337], [-9.3362, -12.6623, -17.5602], [-1.2919, -19.3077, -20.9882], [-9.9490, -12.0839, -25.0050], [-8.0637, -17.0966, -23.6220], [-6.5606, -14.3306, -18.7059], [-8.7528, -17.8462, -26.1909], [-1.5041, -17.5745, -20.5208]], "atomic_forces_ev_per_a": [[-1.08, 0.84, 1.16], [0.64, -0.31, 0.19], [-0.92, -0.90, 0.37], [-0.77, -0.40, -1.93], [0.32, -0.15, -0.21], [0.56, -0.06, 0.18], [-0.77, 0.86, -0.42], [0.06, -0.27, -0.67], [-0.01, -0.26, -0.95], [-0.13, -0.26, -0.62], [0.62, 0.15, 0.41], [-0.10, 0.17, -0.45], [1.99, -2.06, 1.46], [0.96, -0.11, 0.33], [0.54, 0.60, 0.43], [-1.18, -1.80, 3.07], [0.47, -0.20, 0.71], [-0.04, 0.90, 0.09], [-0.19, -0.40, 1.22], [-1.78, 1.93, -1.32], [0.30, 1.31, -0.20], [-0.62, -0.55, -1.49], [0.82, -0.98, 1.20], [-0.74, -0.59, 0.65], [0.15, -0.54, 1.42], [0.09, -0.20, 0.21], [0.60, -0.28, -0.39], [-1.03, 0.67, -0.63], [0.56, 0.20, 1.81], [-0.35, 1.08, 0.57], [0.57, 1.05, -2.46], [-0.57, 0.09, -1.08], [0.01, -0.50, -0.87], [-0.50, 0.19, 0.32], [-0.71, -0.99, 0.28], [-0.09, -0.15, -0.19], [0.00, -0.02, -0.10], [0.36, -0.28, -0.17], [-0.08, 0.26, -0.09], [-0.06, -0.02, -0.24], [0.21, 0.20, 0.13], [-0.09, -0.09, 0.11], [0.27, 0.02, 0.26], [-0.06, -0.21, 0.08], [-0.21, -0.06, -0.25], [-0.10, -0.09, -0.14], [0.09, 0.35, -0.42], [-0.26, 0.09, -0.01], [0.33, 0.43, -0.19], [0.46, 0.13, 0.47], [0.16, -0.06, 0.08], [-0.94, 0.17, 0.04], [0.41, 0.14, -0.24], [0.02, 0.29, -0.32], [0.39, 1.05, -0.22], [0.08, 0.04, -0.10], [0.26, 0.09, 0.16], [-0.28, -0.52, 0.14], [0.13, 0.37, 0.29], [0.31, -0.30, -0.13], [0.08, -0.33, -0.32], [-0.28, 0.26, -0.14], [0.31, -0.23, -0.13], [-0.05, -0.14, -0.60], [-0.05, -0.01, -0.18], [-0.04, 0.32, -0.38], [0.10, 0.14, -0.29], [0.26, 0.30, -0.07], [0.17, -0.47, -0.02], [0.10, 0.21, -0.04], [0.17, -0.13, 0.75], [0.05, -0.05, -0.14], [0.12, 0.05, 0.26]]}


{"formula": "C3H14N2O2", "method": "ωB97M-V with the def2-TZVPD basis set", "homo_energy_ev": -8.69, "e_above_lowest_ev": 0.835, "smiles": "CNCCN.O.O", "lumo_ev": 0.9279, "elements": ["O", "O", "N", "N", "C", "C", "C", "H", "H", "H", "H", "H", "H", "H", "H", "H", "H", "H", "H", "H", "H"], "coordinates": [[-0.9907, -0.4541, -2.5858], [-0.7358, 0.6773, 2.4958], [-0.0157, 0.7328, -0.2549], [-0.2417, -1.7616, 0.8180], [1.2498, 0.0012, -0.2462], [1.0220, -1.4904, 0.1027], [-0.0086, 2.1807, -0.3098], [1.9128, 0.5200, 0.4669], [1.7289, 0.1628, -1.2156], [-1.5738, 0.6882, 2.9801], [-0.6304, -0.3974, -3.4616], [-1.0229, 2.5308, -0.1002], [-0.5741, 0.2646, -2.0358], [1.0472, -2.0295, -0.8439], [-0.3334, -2.7704, 0.8962], [-0.5959, 0.5323, 0.5467], [0.6502, 2.6730, 0.4198], [-0.6186, -0.2572, 2.2732], [-0.9559, -1.5186, 0.1303], [0.2088, 2.5914, -1.3008], [1.8636, -1.7749, 0.7353]], "atomic_forces_ev_per_a": [[0.10, 0.48, 0.79], [-0.56, 0.07, 0.49], [-0.67, 0.17, -0.76], [-0.01, 0.29, -0.59], [-0.59, 1.35, 0.90], [0.57, 0.50, -0.33], [0.03, 0.52, -0.13], [0.13, -0.46, 0.19], [-0.03, -0.47, -0.08], [0.26, 0.14, -0.07], [0.24, 0.10, -0.61], [0.07, -0.12, 0.10], [-0.52, -0.88, -0.12], [0.14, -0.27, 0.05], [0.11, 0.06, 0.24], [0.35, -0.34, -0.01], [0.12, -0.16, -0.02], [0.22, -0.41, -0.11], [-0.18, 0.01, 0.23], [0.30, -0.25, -0.05], [-0.08, -0.34, -0.12]]}


{"formula": "C2H7NO2", "method": "ωB97M-V with the def2-TZVPD basis set", "homo_energy_ev": -9.65, "e_above_lowest_ev": 1.417, "smiles": "CO[C@H](N)O", "lumo_ev": 0.9412, "elements": ["O", "O", "N", "C", "C", "H", "H", "H", "H", "H", "H", "H"], "coordinates": [[-0.1354, 0.8145, 0.3007], [2.0264, 0.3994, -0.2015], [0.7115, -1.4108, 0.3870], [0.7620, -0.1321, -0.2657], [-1.4426, 0.7888, -0.2129], [0.8574, -1.3073, 1.3857], [-1.9754, 1.6046, 0.2714], [-0.1733, -1.8761, 0.2341], [2.2248, 0.6138, 0.7186], [-1.4428, 0.9425, -1.2977], [0.5373, -0.2799, -1.3324], [-1.9500, -0.1574, 0.0128]], "atomic_forces_ev_per_a": [[0.42, 0.12, -0.01], [0.40, 0.27, 0.10], [0.02, -0.15, -0.06], [-0.46, -0.26, -0.14], [0.00, -0.12, 0.01], [-0.08, 0.00, -0.01], [-0.09, -0.06, -0.08], [-0.04, 0.01, 0.03], [-0.01, 0.04, -0.05], [-0.05, 0.02, 0.02], [-0.06, 0.08, 0.19], [-0.05, 0.04, -0.01]]}


Number 3 is which compound?
C3H14N2O2


Copy entry 3 word for word.
{"formula": "C3H14N2O2", "method": "ωB97M-V with the def2-TZVPD basis set", "homo_energy_ev": -8.69, "e_above_lowest_ev": 0.835, "smiles": "CNCCN.O.O", "lumo_ev": 0.9279, "elements": ["O", "O", "N", "N", "C", "C", "C", "H", "H", "H", "H", "H", "H", "H", "H", "H", "H", "H", "H", "H", "H"], "coordinates": [[-0.9907, -0.4541, -2.5858], [-0.7358, 0.6773, 2.4958], [-0.0157, 0.7328, -0.2549], [-0.2417, -1.7616, 0.8180], [1.2498, 0.0012, -0.2462], [1.0220, -1.4904, 0.1027], [-0.0086, 2.1807, -0.3098], [1.9128, 0.5200, 0.4669], [1.7289, 0.1628, -1.2156], [-1.5738, 0.6882, 2.9801], [-0.6304, -0.3974, -3.4616], [-1.0229, 2.5308, -0.1002], [-0.5741, 0.2646, -2.0358], [1.0472, -2.0295, -0.8439], [-0.3334, -2.7704, 0.8962], [-0.5959, 0.5323, 0.5467], [0.6502, 2.6730, 0.4198], [-0.6186, -0.2572, 2.2732], [-0.9559, -1.5186, 0.1303], [0.2088, 2.5914, -1.3008], [1.8636, -1.7749, 0.7353]], "atomic_forces_ev_per_a": [[0.10, 0.48, 0.79], [-0.56, 0.07, 0.49], [-0.67, 0.17, -0.76], [-0.01, 0.29, -0.59], [-0.59, 1.35, 0.90], [0.57, 0.50, -0.33], [0.03, 0.52, -0.13], [0.13, -0.46, 0.19], [-0.03, -0.47, -0.08], [0.26, 0.14, -0.07], [0.24, 0.10, -0.61], [0.07, -0.12, 0.10], [-0.52, -0.88, -0.12], [0.14, -0.27, 0.05], [0.11, 0.06, 0.24], [0.35, -0.34, -0.01], [0.12, -0.16, -0.02], [0.22, -0.41, -0.11], [-0.18, 0.01, 0.23], [0.30, -0.25, -0.05], [-0.08, -0.34, -0.12]]}